(1)
6 unconnected molecules or ions with the total composition C22H33O12 in a non-equilibrium geometry, computed with ωB97M-V/def2-TZVPD.

Values from the calculation:
ΔE to the lowest compared entry with this formula, charge and spin in kcal per mole: 0.0
LUMO energy in eV: 2.40
Net charge: -1
Spin multiplicity: 1
DFT total energy in Ha: -1761.095966
HOMO-LUMO gap in eV: 6.921

Positions of all 67 atoms, in Å:
C  -18.369  4.746  -8.783
C  -18.252  4.525  -10.298
O  -17.904  5.489  -11.017
O  -18.682  3.428  -10.742
H  -18.041  3.898  -8.170
H  -19.419  4.860  -8.499
H  -17.859  5.676  -8.529
O  -16.508  2.435  -12.845
C  -16.006  1.687  -12.066
O  -15.837  0.381  -12.343
C  -15.176  -0.341  -11.299
C  -14.824  0.718  -10.238
C  -15.552  2.008  -10.641
H  -14.264  -0.733  -11.747
H  -15.897  -1.077  -10.949
H  -13.746  0.809  -10.113
H  -15.205  0.336  -9.285
H  -14.906  2.881  -10.704
H  -16.425  2.262  -10.041
O  -21.023  -0.467  -9.498
C  -20.223  -0.074  -8.706
O  -20.485  0.133  -7.414
C  -19.371  0.756  -6.750
C  -18.157  0.485  -7.639
C  -18.791  0.353  -9.005
H  -19.311  0.279  -5.771
H  -19.515  1.821  -6.589
H  -17.520  -0.351  -7.353
H  -17.528  1.378  -7.579
H  -18.344  -0.401  -9.659
H  -18.735  1.265  -9.615
O  -11.884  6.331  -6.903
C  -12.858  6.310  -7.605
O  -14.074  6.052  -7.136
C  -15.057  5.929  -8.193
C  -14.269  5.864  -9.481
C  -12.978  6.601  -9.106
H  -15.695  6.811  -8.134
H  -15.655  5.037  -8.031
H  -14.784  6.337  -10.313
H  -14.023  4.837  -9.756
H  -13.179  7.676  -9.166
H  -12.105  6.393  -9.715
O  -17.346  8.157  -7.294
C  -18.282  8.888  -7.241
O  -18.962  9.232  -8.375
C  -20.008  10.158  -8.080
C  -19.619  10.746  -6.739
C  -18.978  9.542  -6.066
H  -20.964  9.630  -8.070
H  -20.061  10.942  -8.836
H  -20.484  11.078  -6.155
H  -18.997  11.633  -6.847
H  -19.670  8.802  -5.661
H  -18.300  9.806  -5.259
O  -17.946  7.134  -4.250
C  -17.887  5.981  -4.550
O  -18.736  5.068  -4.050
C  -18.490  3.762  -4.586
C  -17.128  3.855  -5.243
C  -16.961  5.323  -5.569
H  -19.260  3.453  -5.295
H  -18.541  3.008  -3.799
H  -17.118  3.275  -6.169
H  -16.356  3.482  -4.570
H  -17.395  5.590  -6.532
H  -15.918  5.617  -5.534

***

(2)
4 unconnected molecules or ions with the total composition C22H34BN4O4 in a non-equilibrium geometry, computed with ωB97M-V/def2-TZVPD.

Values from the calculation:
LUMO energy in eV: 2.23
Net charge: -1
Spin multiplicity: 1
DFT total energy in Ha: -1403.169326
HOMO-LUMO gap in eV: 6.828

Positions of all 65 atoms, in Å:
C  0.116  -6.050  -2.296
B  -0.677  -4.590  -2.062
O  -2.151  -4.615  -1.984
N  0.218  -3.372  -1.927
C  -0.431  -2.239  -1.167
C  -0.310  -2.326  0.464
O  0.463  -3.464  0.980
C  1.913  -3.280  0.841
C  2.750  -1.877  0.939
C  4.379  -1.924  0.718
C  5.257  -3.290  0.414
C  4.427  -4.704  0.351
C  2.800  -4.670  0.563
C  0.340  -0.835  -1.632
O  -0.330  0.323  -1.500
O  1.727  -0.798  -2.132
H  -0.095  -6.519  -3.349
H  1.277  -5.843  -2.229
H  -0.158  -6.752  -1.389
H  -2.346  -5.323  -1.273
H  0.435  -3.057  -2.919
H  -1.554  -2.113  -1.551
H  0.030  -1.273  0.875
H  -1.422  -2.473  0.872
H  2.174  -0.875  1.117
H  4.999  -0.910  0.763
H  6.419  -3.333  0.256
H  4.930  -5.760  0.122
H  2.221  -5.703  0.485
C  -1.502  4.915  0.909
C  -0.416  4.132  0.177
C  -0.786  2.663  -0.041
C  -1.001  1.983  1.302
N  -1.178  1.419  2.415
H  -1.676  4.522  1.915
H  -1.207  5.964  1.016
H  -2.449  4.881  0.357
H  0.516  4.199  0.751
H  -0.232  4.603  -0.795
H  0.017  2.150  -0.580
H  -1.702  2.581  -0.636
C  3.471  4.112  3.327
C  4.042  5.526  3.331
C  2.958  6.606  3.332
C  2.100  6.473  2.084
N  1.388  6.363  1.049
H  2.884  3.915  2.424
H  4.280  3.375  3.356
H  2.828  3.946  4.200
H  4.689  5.649  2.453
H  4.674  5.652  4.217
H  3.417  7.599  3.348
H  2.322  6.511  4.219
C  -5.937  0.239  -1.864
C  -4.851  -0.544  -2.596
C  -5.221  -2.012  -2.813
C  -5.436  -2.692  -1.471
N  -5.613  -3.257  -0.358
H  -6.111  -0.154  -0.858
H  -5.642  1.288  -1.757
H  -6.884  0.206  -2.416
H  -3.919  -0.476  -2.022
H  -4.667  -0.073  -3.567
H  -4.418  -2.526  -3.353
H  -6.137  -2.094  -3.409

***

(3)
A molecular structure, C22H34Cl2HoN5O4 in a non-equilibrium geometry, computed with ωB97M-V/def2-TZVPD.

Values from the calculation:
LUMO energy (alpha / beta) in eV: 0.13 / 0.13
<S²>: 6.004
Spin multiplicity: 5
DFT total energy in Ha: -3301.937378
HOMO-LUMO gap (alpha / beta) in eV: 6.328 / 6.252

Positions of all 68 atoms, in Å:
O  0.280  1.912  -5.161
C  0.945  1.597  -6.127
C  0.474  0.776  -7.251
C  -0.831  0.281  -7.280
H  -1.492  0.513  -6.456
C  -1.253  -0.490  -8.346
H  -2.264  -0.875  -8.370
C  -0.379  -0.771  -9.392
H  -0.713  -1.375  -10.226
C  0.920  -0.282  -9.371
H  1.597  -0.503  -10.185
C  1.345  0.490  -8.302
H  2.357  0.877  -8.275
H  2.001  1.931  -6.217
C  1.868  -2.106  -1.082
C  1.442  -1.419  0.173
H  2.532  -2.955  -0.905
H  2.382  -1.400  -1.733
H  1.005  -2.458  -1.642
C  1.955  -1.652  1.386
C  3.040  -2.615  1.766
H  1.584  -1.064  2.222
H  3.357  -3.244  0.939
H  2.721  -3.270  2.581
H  3.925  -2.084  2.129
Ho  0.000  0.000  0.000
Cl  -1.636  -1.459  -0.805
Cl  0.708  0.773  -2.055
C  -0.876  -1.554  2.294
O  -0.694  -0.380  1.927
N  -1.143  -1.894  3.557
C  -1.208  -0.900  4.610
C  -1.354  -3.276  3.927
H  -0.840  -2.378  1.585
H  -1.004  0.074  4.183
H  -0.470  -1.121  5.381
H  -2.197  -0.896  5.068
H  -1.268  -3.909  3.050
H  -2.346  -3.412  4.360
H  -0.612  -3.594  4.660
H  2.593  3.861  3.025
H  1.902  5.571  1.146
C  2.886  3.204  2.206
C  2.215  4.803  0.438
N  2.095  3.486  1.025
H  2.726  2.173  2.495
C  1.302  2.561  0.479
O  1.164  1.419  0.949
H  1.590  4.869  -0.447
H  0.779  2.864  -0.426
H  3.943  3.361  1.994
H  3.248  5.000  0.150
C  -4.585  2.782  -1.944
N  -3.610  2.704  -0.850
C  -3.796  3.478  0.252
C  -2.931  3.385  1.318
C  -1.870  2.482  1.274
N  -1.662  1.706  0.139
C  -2.535  1.831  -0.922
O  -2.378  1.145  -1.914
N  -1.071  2.403  2.451
H  -4.084  3.096  -2.881
H  -5.400  3.506  -1.720
H  -5.058  1.786  -2.086
H  -4.633  4.164  0.324
H  -3.105  3.995  2.196
H  -1.280  3.010  3.258
H  -0.296  1.760  2.594

***

(4)
3 unconnected molecules or ions with the total composition C22H34I2N2O5 in a non-equilibrium geometry, computed with ωB97M-V/def2-TZVPD.

Values from the calculation:
LUMO energy in eV: -0.64
Spin multiplicity: 1
DFT total energy in Ha: -1939.585318
SMILES: CCCOc1ccc2ncc(/C(I)=C(/C)I)nc2c1.COCCOC.COCCOC
HOMO-LUMO gap in eV: 7.889

Positions of all 65 atoms, in Å:
C  10.461  -0.750  0.400
C  9.783  0.641  -0.004
C  9.218  1.277  1.326
O  8.285  2.359  1.128
C  7.146  1.976  0.437
C  6.427  2.990  -0.446
C  5.252  2.617  -1.219
C  4.654  1.225  -1.159
N  3.522  0.990  -1.935
C  3.103  -0.290  -1.730
C  3.735  -1.300  -0.828
C  3.105  -2.723  -0.667
I  4.171  -4.369  -1.543
C  1.944  -2.906  0.027
C  1.242  -4.273  0.295
I  0.957  -1.152  0.854
N  4.867  -1.053  -0.114
C  5.332  0.247  -0.286
C  6.566  0.636  0.489
H  9.834  -1.282  1.179
H  11.463  -0.573  0.882
H  10.599  -1.420  -0.501
H  8.984  0.375  -0.754
H  10.579  1.275  -0.490
H  8.812  0.449  1.973
H  10.090  1.711  1.904
H  6.820  4.033  -0.493
H  4.781  3.402  -1.867
H  2.181  -0.615  -2.292
H  1.242  -4.417  1.421
H  1.731  -5.152  -0.196
H  0.153  -4.194  0.009
H  7.044  -0.152  1.132
C  -5.941  -0.931  2.015
O  -5.111  -0.640  0.900
C  -3.734  -0.552  1.257
C  -2.982  -1.824  0.891
O  -3.428  -2.932  1.668
C  -4.322  -3.772  0.954
H  -6.922  -1.224  1.641
H  -5.541  -1.749  2.618
H  -6.054  -0.037  2.637
H  -3.620  -0.324  2.321
H  -3.311  0.282  0.688
H  -1.922  -1.681  1.118
H  -3.071  -2.038  -0.179
H  -3.764  -4.382  0.236
H  -5.090  -3.199  0.430
H  -4.811  -4.434  1.670
C  -8.603  3.604  0.281
O  -7.276  3.127  0.121
C  -7.222  1.712  -0.051
C  -7.034  1.338  -1.513
O  -8.173  1.695  -2.292
C  -7.975  2.895  -3.024
H  -8.591  4.688  0.159
H  -9.282  3.179  -0.462
H  -8.964  3.367  1.287
H  -8.115  1.233  0.364
H  -6.358  1.356  0.516
H  -6.927  0.252  -1.585
H  -6.125  1.792  -1.921
H  -7.330  2.701  -3.887
H  -7.535  3.681  -2.407
H  -8.946  3.238  -3.383

***

(5)
5 unconnected molecules or ions with the total composition C22H34IN2O12 in a non-equilibrium geometry, computed with ωB97M-V/def2-TZVPD.

Values from the calculation:
ΔE to the lowest compared entry with this formula, charge and spin in kcal per mole: 20.2
LUMO energy in eV: -5.43
Net charge: +1
Spin multiplicity: 1
DFT total energy in Ha: -2168.453169
HOMO-LUMO gap in eV: 6.605

Positions of all 71 atoms, in Å:
C  1.575  1.578  -1.077
C  0.511  2.052  -0.691
C  -0.779  2.739  -0.093
C  -1.459  3.544  -1.300
N  -2.933  3.548  -1.311
C  -3.544  2.225  -1.024
C  -2.548  1.128  -0.441
N  -1.692  1.774  0.607
I  -0.721  0.398  1.827
H  2.691  1.451  -1.352
H  -0.387  3.461  0.698
H  -1.024  3.174  -2.288
H  -1.092  4.620  -1.205
H  -3.336  4.306  -0.759
H  -4.380  2.379  -0.268
H  -4.029  1.775  -1.951
H  -1.957  0.684  -1.305
H  -3.123  0.278  0.058
H  -2.323  2.337  1.209
C  6.049  1.463  2.084
C  6.359  2.003  0.706
C  5.855  3.399  0.481
O  5.649  3.423  -0.930
C  5.375  2.144  -1.303
O  4.934  1.830  -2.377
O  5.658  1.269  -0.302
H  6.420  0.440  2.183
H  6.507  2.078  2.861
H  4.970  1.422  2.254
H  7.431  1.923  0.500
H  6.577  4.158  0.782
H  4.898  3.600  0.973
C  -3.608  -3.038  2.502
C  -3.794  -2.654  3.954
C  -2.530  -2.725  4.763
O  -3.019  -2.986  6.073
C  -4.199  -3.656  5.918
O  -4.772  -4.222  6.794
O  -4.631  -3.594  4.626
H  -4.558  -2.989  1.971
H  -2.894  -2.376  2.004
H  -3.255  -4.069  2.412
H  -4.264  -1.666  4.027
H  -1.964  -1.791  4.739
H  -1.872  -3.548  4.469
C  -9.798  -4.269  0.217
C  -8.396  -4.690  0.594
C  -8.009  -4.306  1.993
O  -6.592  -4.175  1.890
C  -6.329  -3.824  0.602
O  -5.270  -3.418  0.217
O  -7.423  -3.987  -0.186
H  -10.016  -4.555  -0.814
H  -10.538  -4.731  0.873
H  -9.908  -3.183  0.270
H  -8.262  -5.762  0.419
H  -8.278  -5.066  2.726
H  -8.422  -3.343  2.310
C  6.637  1.697  -5.439
C  8.037  1.259  -5.074
C  8.441  1.647  -3.680
O  9.856  1.756  -3.792
C  10.116  2.098  -5.089
O  11.171  2.485  -5.484
O  9.008  1.942  -5.867
H  6.404  1.409  -6.466
H  5.897  1.249  -4.773
H  6.543  2.785  -5.392
H  8.154  0.184  -5.244
H  8.167  0.893  -2.940
H  8.043  2.617  -3.366

***

(6)
A molecular structure, C22H34N3O in a non-equilibrium geometry, computed with ωB97M-V/def2-TZVPD.

Values from the calculation:
ΔE to the lowest compared entry with this formula, charge and spin in kcal per mole: 560.0
LUMO energy in eV: -2.74
Net charge: +1
Spin multiplicity: 1
DFT total energy in Ha: -1097.152292
HOMO-LUMO gap in eV: 7.162

Positions of all 60 atoms, in Å:
O  -0.896  -0.331  0.887
C  -1.415  -0.549  -0.194
N  -2.052  0.275  -1.166
C  -2.181  1.577  -1.164
C  -1.491  2.630  -0.298
C  -1.979  3.790  -0.506
C  -2.848  4.074  -1.454
C  -3.279  3.239  -2.561
C  -2.958  1.880  -2.323
H  -3.404  1.171  -2.851
H  -4.116  3.376  -3.442
H  -3.032  5.170  -1.965
H  -1.433  4.712  0.111
N  -0.884  2.220  0.725
C  0.687  2.748  0.429
C  1.584  1.758  1.333
H  1.320  0.871  1.447
H  2.535  1.803  0.745
C  1.892  2.469  2.543
H  2.290  1.448  3.234
H  2.807  3.133  2.532
C  0.660  2.753  3.447
H  0.942  2.871  4.442
H  0.500  3.852  3.241
C  -0.480  2.254  2.975
C  -1.396  2.759  2.052
H  -1.295  3.813  2.227
H  -2.465  2.315  1.982
H  -1.185  2.232  4.226
H  -0.406  1.121  3.249
H  0.632  3.772  0.640
H  0.860  2.632  -0.643
H  -0.791  1.164  0.853
H  -2.217  -0.399  -1.807
C  -1.382  -2.161  -0.590
N  -1.799  -2.246  -2.205
H  -1.935  -3.044  -2.420
C  -0.624  -2.138  -2.730
C  0.616  -3.149  -2.808
C  1.297  -3.317  -1.524
C  1.951  -2.078  -0.830
C  2.653  -2.312  0.363
C  3.152  -3.585  0.823
C  1.929  -4.372  0.829
C  1.454  -4.551  -0.851
H  0.391  -4.782  -0.728
H  2.087  -5.072  -1.151
H  2.028  -5.201  1.291
H  1.057  -3.808  1.165
H  3.463  -3.607  1.768
H  3.869  -3.903  0.090
H  3.729  -1.479  0.104
H  2.159  -1.350  0.963
H  2.000  -1.134  -1.419
H  1.274  -2.870  -3.449
H  -0.037  -4.151  -2.909
H  0.094  -1.048  -2.584
H  -0.771  -2.047  -3.898
H  -0.614  -2.638  -0.330
H  -2.545  -2.563  0.085

***

(7)
A molecular structure, C22H34N3O7P2SY in a non-equilibrium geometry, computed with ωB97M-V/def2-TZVPD.

Values from the calculation:
ΔE to the lowest compared entry with this formula, charge and spin in kcal per mole: 6.2
LUMO energy in eV: 0.28
Spin multiplicity: 1
DFT total energy in Ha: -2669.238266
HOMO-LUMO gap in eV: 6.447

Positions of all 70 atoms, in Å:
Y  -0.521  -0.361  -0.362
C  -2.746  2.893  -2.181
C  -2.218  1.495  -2.597
C  -0.894  1.327  -3.043
C  -0.393  0.061  -3.353
C  1.099  -0.230  -3.485
C  -1.256  -1.038  -3.212
C  -2.590  -0.880  -2.911
C  -3.512  -2.029  -2.863
C  -3.075  0.383  -2.554
H  -2.998  3.562  -3.032
H  -2.008  3.457  -1.600
H  -3.638  2.698  -1.629
H  -0.230  2.192  -3.196
H  1.529  0.309  -4.333
H  1.312  -1.306  -3.588
H  1.646  0.125  -2.579
H  -0.897  -2.087  -3.438
H  -3.073  -2.873  -2.341
H  -3.610  -2.455  -3.892
H  -4.521  -1.797  -2.565
H  -4.096  0.390  -2.165
C  0.077  -5.654  1.010
C  0.229  -4.176  0.741
O  1.606  -3.820  0.812
P  -0.644  -3.087  1.899
O  -2.113  -3.575  1.866
O  -0.143  -3.424  3.376
O  -0.433  -1.644  1.531
P  -0.516  -3.694  -0.855
O  -0.044  -4.676  -2.060
O  -2.003  -3.733  -0.589
O  0.079  -2.358  -1.216
H  0.542  -5.970  1.975
H  0.582  -6.204  0.277
H  -0.980  -5.980  1.078
H  1.699  -2.950  0.331
H  -2.289  -3.826  0.849
H  0.700  -3.028  3.648
H  -0.762  -5.238  -2.345
S  -2.583  1.166  1.164
C  -1.375  1.910  2.139
N  -0.362  2.700  1.767
C  0.472  2.988  2.960
C  -0.243  2.328  4.110
N  -1.479  1.833  3.474
H  0.103  2.283  0.917
H  0.638  4.034  3.123
H  1.423  2.530  2.843
H  -0.491  3.075  4.848
H  0.338  1.568  4.563
H  -2.116  1.241  3.956
C  2.729  -0.014  1.971
C  2.886  1.326  1.415
C  3.852  2.161  1.939
C  3.998  3.466  1.516
C  3.134  3.900  0.472
C  2.148  3.107  -0.066
C  1.277  3.714  -1.190
C  2.045  1.720  0.320
N  1.022  0.939  -0.085
H  3.284  -0.120  2.820
H  3.058  -0.740  1.256
H  1.691  -0.272  2.202
H  4.446  1.734  2.788
H  4.781  4.126  1.834
H  3.179  4.914  0.072
H  1.231  4.820  -1.167
H  0.316  3.250  -1.225
H  1.704  3.510  -2.145